Record 1
14
Properties=species:S:1:pos:R:3 method="wB97M-V/def2-TZVPD" e_homo_ev=-8.584 lumo_ev=1.012 homo_lumo_gap_ev=9.596 energy_ev=-19093.4157 max_force_ha_per_bohr=0.0887 relative_energy_kcal_mol=106.0
C -1.62334 1.15403 -1.56197
C -1.24775 2.11239 -2.42233
C 0.69014 0.82879 -1.39336
C 1.32512 -0.84068 2.17041
C 1.11043 -2.25735 2.28768
N -0.54291 0.47462 -1.01849
N 0.44564 -1.29570 1.40996
S 0.48922 2.15247 -2.47091
H -2.51338 0.83129 -1.29391
H -1.86794 2.87723 -2.72006
H 1.86071 -0.00674 2.41531
H -0.62284 -0.39393 -0.44590
H 1.87578 -2.96012 1.92514
H 0.62112 -2.67631 3.11843

Record 2
56
Properties=species:S:1:pos:R:3 method="wB97M-V/def2-TZVPD" e_homo_ev=-8.874 lumo_ev=-4.595 homo_lumo_gap_ev=4.278 energy_ev=-762107.4004 max_force_ha_per_bohr=0.1208 relative_energy_kcal_mol=8.3
O 15.35288 11.02832 23.32718
V 14.72550 9.50732 23.31852
O 13.91286 9.38271 24.61580
O 11.71447 11.42467 19.47948
C 12.29033 10.35051 19.28159
O 12.33234 9.64246 18.16918
B 13.40540 8.55461 18.21202
O 13.78415 8.60897 19.69989
C 13.15230 9.59051 20.30778
O 13.16912 9.84809 21.55697
O 14.58885 8.71220 17.28648
C 14.88228 7.49818 16.88794
O 15.97575 7.08887 16.41145
C 13.79164 6.52353 17.34142
O 12.88113 7.23327 17.89802
O 13.80490 5.33184 17.13107
Br 18.76289 6.53501 15.55268
C 18.91867 7.84268 14.06716
C 20.32494 8.38355 14.08788
Br 20.27158 9.94489 12.93755
H 18.07804 8.52814 14.17485
H 18.82567 7.31333 13.11888
H 21.01498 7.66951 13.63833
H 20.58836 8.61386 15.12020
Br 8.90045 8.54500 15.40819
C 8.99880 9.75666 16.98116
C 8.25137 10.99225 16.75726
Br 8.74627 12.30295 18.14315
H 10.07586 9.91141 17.04507
H 8.61736 9.21709 17.84802
H 7.17319 10.84248 16.70054
H 8.66926 11.38659 15.83099
Br 15.86739 1.01497 15.82162
C 14.15713 1.97339 15.47008
C 14.29527 2.94988 14.34363
Br 16.00197 4.02081 14.67617
H 13.88070 2.51156 16.37675
H 13.37384 1.24490 15.26068
H 13.48581 3.67882 14.38266
H 14.46078 2.53373 13.34989
Br 11.54901 12.14970 13.70821
C 12.19129 11.46513 15.43018
C 13.68150 11.86534 15.74197
Br 14.93164 11.05524 14.47545
H 11.99181 10.39370 15.44944
H 11.61217 11.78640 16.29593
H 14.02512 11.49757 16.70880
H 13.69054 12.94204 15.57243
Br 10.91605 12.00323 24.92570
C 10.62647 12.05588 22.91144
C 11.44934 13.30007 22.31446
Br 13.40816 13.35092 22.26650
H 9.57620 11.89093 22.67093
H 11.06035 11.19075 22.41005
H 11.01117 14.09930 22.91222
H 11.08283 13.43802 21.29724

Record 3
118
Properties=species:S:1:pos:R:3 method="wB97M-V/def2-TZVPD" e_homo_ev=-7.278 lumo_ev=0.633 homo_lumo_gap_ev=7.911 energy_ev=-75010.4476 max_force_ha_per_bohr=0.0312 smiles="CCc1cccc2c1Sc1c(CCCF)cccc1N2.CC(C)=O.CC(C)=O.CC(C)=O.CC(C)=O.CC(C)=O.CC(C)=O.CC(C)=O.CC(C)=O"
C 5.08205 -4.44136 2.25873
C 3.82022 -4.39146 1.32470
C 3.90770 -3.09735 0.53685
C 4.85942 -3.03403 -0.47141
C 4.98741 -1.86293 -1.18199
C 4.17416 -0.78697 -0.90078
C 3.22108 -0.83277 0.08754
C 3.09883 -2.02150 0.80249
S 1.83264 -2.02897 2.06609
C 0.56708 -1.08668 1.21877
C -0.77901 -1.39918 1.31587
C -1.17695 -2.58431 2.18251
C -2.68078 -2.90137 2.22130
C -3.14001 -3.96175 1.19146
F -2.09369 -4.57078 0.51358
C -1.66159 -0.59874 0.62320
C -1.22163 0.44253 -0.15916
C 0.11455 0.72897 -0.25607
C 1.01936 -0.03618 0.45641
N 2.40219 0.26668 0.39213
H 5.91437 -4.95682 1.76773
H 5.41873 -3.40988 2.41188
H 4.87825 -4.92686 3.21722
H 3.91759 -5.24085 0.64511
H 2.90913 -4.45954 1.92151
H 5.47277 -3.91374 -0.65939
H 5.74894 -1.79891 -1.95631
H 4.33919 0.11630 -1.48902
H -0.56260 -3.44813 1.91018
H -0.88464 -2.33441 3.21352
H -3.27466 -2.00034 2.05700
H -2.94025 -3.27606 3.21773
H -3.75161 -4.74362 1.65734
H -3.80389 -3.47367 0.46464
H -2.73277 -0.76945 0.66856
H -1.90692 1.07157 -0.71998
H 0.47972 1.54648 -0.88194
H 2.59103 1.06509 -0.19936
C 0.22964 4.16058 -4.11120
C -0.42854 3.57515 -2.88687
C -1.92902 3.49934 -2.89186
O 0.23089 3.18387 -1.94530
H 1.31036 4.15628 -3.97861
H -0.02227 3.56289 -4.98841
H -0.10396 5.18923 -4.25711
H -2.26813 2.87263 -3.72807
H -2.35420 4.49949 -2.98952
H -2.26961 3.06291 -1.95318
C 8.66521 -7.05385 -1.29015
C 7.89918 -5.75542 -1.31489
C 8.56862 -4.57221 -1.96858
O 6.79311 -5.66569 -0.83061
H 8.06836 -7.81585 -0.79284
H 8.87678 -7.38122 -2.30922
H 9.60009 -6.92481 -0.74244
H 8.77622 -4.79328 -3.01670
H 9.49924 -4.33684 -1.44996
H 7.90866 -3.70802 -1.91530
C -1.59150 2.86253 2.51336
C -2.87622 2.27754 3.04240
C -2.98960 2.12376 4.53631
O -3.77552 1.94700 2.29915
H -1.64173 2.91641 1.42754
H -1.44961 3.86892 2.91195
H -0.75039 2.22640 2.79555
H -2.90446 3.10030 5.01502
H -2.20528 1.45892 4.90346
H -3.95939 1.69267 4.78202
C -2.99802 4.09457 -7.63032
C -3.66102 3.53125 -6.39901
C -5.16517 3.43552 -6.40894
O -3.01186 3.17077 -5.44096
H -1.91914 4.10590 -7.48722
H -3.23201 3.47368 -8.49630
H -3.34114 5.11549 -7.80503
H -5.49179 2.78671 -7.22297
H -5.60120 4.42824 -6.53111
H -5.50686 3.01502 -5.46522
C -3.93804 6.69469 6.32871
C -2.62237 6.00172 6.57225
C -1.75099 6.54409 7.67940
O -2.27466 5.04869 5.90942
H -4.46068 6.20720 5.51091
H -4.55888 6.64004 7.22379
H -3.76683 7.73768 6.06146
H -2.27878 6.48366 8.63245
H -1.48535 7.58146 7.47024
H -0.83885 5.95369 7.74428
C -8.47364 8.28652 6.40596
C -7.59256 8.16149 5.18693
C -8.21517 8.49033 3.85245
O -6.43757 7.81264 5.27585
H -7.90196 8.02150 7.29325
H -8.82634 9.31405 6.50778
H -9.32614 7.61087 6.32114
H -8.55696 9.52660 3.84528
H -9.05669 7.82335 3.65877
H -7.47417 8.35866 3.06659
C 1.07108 -6.44697 -2.60110
C 2.36744 -7.19683 -2.40871
C 3.25614 -6.74328 -1.27739
O 2.67803 -8.11811 -3.12992
H 0.53004 -6.87211 -3.44483
H 0.45286 -6.53301 -1.70601
H 1.27573 -5.39470 -2.80635
H 2.72747 -6.84279 -0.32852
H 3.55124 -5.70355 -1.43103
H 4.15202 -7.36087 -1.24803
C 2.77896 -3.16281 -3.72223
C 2.93048 -3.54806 -5.17306
C 2.40954 -4.90615 -5.58087
O 3.44655 -2.80346 -5.97508
H 3.19237 -2.16908 -3.56542
H 1.72191 -3.14979 -3.44793
H 3.31990 -3.87028 -3.09022
H 1.33765 -4.96893 -5.38497
H 2.93138 -5.68979 -5.02755
H 2.58164 -5.05416 -6.64523

Record 4
14
Properties=species:S:1:pos:R:3 method="wB97M-V/def2-TZVPD" charge=+1 e_homo_ev="-11.940 / -15.715" lumo_ev="-4.582 / -9.153" homo_lumo_gap_ev="7.358 / 6.561" energy_ev=-7802.4594 max_force_ha_per_bohr=0.0777 multiplicity=3 s_squared=2.02 relative_energy_kcal_mol=29.0
C -2.42666 -0.38982 -0.24241
C 2.28603 0.19594 0.16628
C 0.90312 0.13118 -0.35213
C -0.06566 -0.54647 0.60752
N -1.26532 -0.70815 0.19191
O -2.74959 0.86253 -0.01751
H -3.15827 -1.06482 -0.74814
H 2.64764 -0.76084 0.42135
H 2.40385 0.78431 1.13952
H 3.13078 0.68467 -0.31345
H 0.95994 -0.51303 -1.33227
H 0.39187 1.06099 -0.61274
H 0.44947 -0.95289 1.49988
H -3.50720 1.21638 -0.40780

Record 5
105
Properties=species:S:1:pos:R:3 method="wB97M-V/def2-TZVPD" e_homo_ev="-7.433 / -7.057" lumo_ev="-0.049 / -0.046" homo_lumo_gap_ev="7.384 / 7.011" energy_ev=-181606.2276 max_force_ha_per_bohr=0.0116 multiplicity=2 s_squared=0.79
Cr -0.57554 1.08057 -0.64070
O 1.64454 -1.37224 -1.75651
S 0.54817 -1.51939 1.46753
C -0.35845 -2.62765 2.50274
C 0.21221 -3.36094 3.51266
C -0.48591 -4.38913 4.19031
C -1.76188 -4.67810 3.80308
C -2.74434 -5.73600 4.25961
C -4.00478 -5.51692 3.37146
C -3.67339 -4.31236 2.51875
C -4.39407 -3.63241 1.58206
C -3.82849 -2.46837 1.01514
C -2.56070 -2.01122 1.29450
P -2.18672 -0.24953 0.85681
C -3.64506 0.58307 1.58450
C -4.89034 0.70244 0.97069
C -5.93700 1.32859 1.62753
C -5.75184 1.84360 2.90458
C -4.51402 1.73832 3.52016
C -3.46255 1.11690 2.85821
C -2.27879 -0.06577 -0.94874
C -2.68384 1.23899 -1.32748
C -3.02752 1.67931 -2.69063
C -2.49533 1.25754 -3.84019
C -1.42188 0.21763 -3.89093
C -2.26403 -1.24950 -1.86773
C -1.74126 -2.79825 2.17482
C -2.36492 -3.88197 2.80776
C 2.13870 -2.21718 1.15861
C 2.34888 -3.57537 1.12642
C 3.60779 -4.14087 0.84337
C 4.64524 -3.29899 0.57228
C 6.09508 -3.58347 0.24826
C 6.72753 -2.18455 0.00362
C 5.59274 -1.21009 0.21874
C 5.53916 0.14466 0.13641
C 4.29999 0.78777 0.35449
C 3.12357 0.14626 0.66536
P 1.59425 1.23280 0.78697
C 2.31758 2.88695 0.48533
C 2.27542 3.36351 -0.82184
C 2.79696 4.60858 -1.13614
C 3.36386 5.38869 -0.13785
C 3.40650 4.91859 1.16850
C 2.88493 3.67350 1.48003
C 1.24472 1.28727 2.58283
C 2.07339 0.70213 3.53437
C 1.75191 0.77427 4.88283
C 0.60686 1.44641 5.29364
C -0.21546 2.04351 4.34889
C 0.09870 1.95886 3.00020
C 3.17564 -1.29369 0.81249
C 4.41447 -1.90835 0.55077
H 1.24952 -3.18492 3.76194
H 0.01534 -4.94640 4.97128
H -2.97835 -5.61636 5.31805
H -2.33459 -6.73900 4.13808
H -4.89714 -5.33761 3.97169
H -4.21264 -6.38771 2.74842
H -5.40027 -3.92469 1.30888
H -4.46052 -1.87273 0.36844
H -5.03488 0.32785 -0.03492
H -6.89691 1.42658 1.13833
H -6.56981 2.33742 3.41146
H -4.36177 2.15201 4.50783
H -2.48701 1.05117 3.32705
H -3.20433 1.81216 -0.57778
H -3.74798 2.48859 -2.73733
H -2.79652 1.71512 -4.77323
H -1.06800 0.05355 -4.90934
H -3.03507 -1.99520 -1.68045
H 1.51743 -4.23573 1.32930
H 3.72723 -5.21669 0.84410
H 6.18033 -4.22060 -0.63253
H 6.58303 -4.11085 1.06911
H 7.12711 -2.09602 -1.00688
H 7.55144 -1.98233 0.68868
H 6.40626 0.74183 -0.11461
H 4.29604 1.86373 0.24512
H 1.81444 2.76076 -1.59801
H 2.74200 4.97375 -2.15224
H 3.75869 6.36752 -0.37426
H 3.83089 5.53148 1.95187
H 2.90224 3.32374 2.50486
H 2.96837 0.17686 3.22289
H 2.39967 0.30844 5.61321
H 0.36113 1.50842 6.34497
H -1.10243 2.58005 4.65886
H -0.55022 2.42531 2.26750
C -0.54327 -3.25874 -2.29165
C -0.93099 -1.80684 -2.30411
S 0.34628 -0.69859 -1.65532
C -1.83800 -1.13590 -3.30351
C -2.56904 -1.98531 -4.31828
S 0.07905 0.86510 -3.02796
H -0.12410 -3.53381 -1.32285
H 0.20716 -3.47393 -3.05221
H -1.42017 -3.87993 -2.47208
H -2.98934 -2.88287 -3.86774
H -1.90069 -2.28842 -5.12696
H -3.39061 -1.40853 -4.74629
Cl -0.05486 4.98451 0.68710
Si -1.03029 3.56295 -0.53520
Cl -3.00608 4.24376 -0.15158
Cl -0.66737 4.35946 -2.45603

Record 6
69
Properties=species:S:1:pos:R:3 method="wB97M-V/def2-TZVPD" charge=+2 e_homo_ev=-14.036 lumo_ev=-8.096 homo_lumo_gap_ev=5.940 energy_ev=-209968.8256 max_force_ha_per_bohr=0.0237 relative_energy_kcal_mol=4.1
W -0.78883 1.02384 -0.35581
S -1.97424 2.47942 0.98906
C -2.30787 1.92462 2.64964
C -2.96406 2.81511 3.48890
C -3.30143 2.40912 4.77108
C -3.00014 1.12605 5.21443
C -2.34549 0.23806 4.37479
C -1.98805 0.65092 3.09711
As -1.11291 -0.48493 1.84499
C -2.11925 -2.11965 1.77118
C -1.55166 -3.30930 2.21222
C -2.31911 -4.46469 2.22862
C -3.64270 -4.42712 1.81204
C -4.20873 -3.23211 1.38363
C -3.45173 -2.07368 1.36518
C 0.65072 -0.92092 2.48156
C 1.47786 -1.71787 1.69058
C 2.75342 -2.02792 2.13539
C 3.20220 -1.54082 3.35691
C 2.37883 -0.73955 4.13827
C 1.09976 -0.42358 3.70376
H -3.22199 3.80742 3.14255
H -3.81610 3.09831 5.42652
H -3.28275 0.81766 6.21134
H -2.12185 -0.76794 4.71094
H -0.52226 -3.34539 2.54754
H -1.88254 -5.39160 2.57390
H -4.23975 -5.32863 1.82801
H -5.24412 -3.20184 1.07302
H -3.90842 -1.14113 1.05337
H 1.13038 -2.09835 0.73633
H 3.39570 -2.65287 1.52989
H 4.19711 -1.78853 3.70110
H 2.72794 -0.36504 5.09089
H 0.46060 0.20042 4.31752
S -2.28795 2.06782 -1.78114
C -1.46257 1.10582 -2.97043
C -1.02097 1.65153 -4.19185
C -0.30127 0.87929 -5.06654
C 0.19630 1.44972 -6.28280
N 0.63394 1.91852 -7.23427
C 0.01404 -0.47069 -4.74477
C -0.39168 -1.01234 -3.55374
C -1.15374 -0.23968 -2.64932
S -1.64011 -0.96606 -1.12873
C 0.80829 -1.25212 -5.64553
N 1.45436 -1.89392 -6.34380
H -1.23065 2.68768 -4.41955
H -0.12426 -2.02942 -3.30111
C 1.33799 3.01991 1.38907
O 0.78835 1.70009 1.16382
H 2.30422 3.10617 0.89688
H 1.42973 3.19153 2.45903
H 0.63985 3.73197 0.95811
H 1.32973 0.99570 1.55414
Br 4.76346 -1.84624 -4.36206
C 3.87760 -0.22442 -4.01382
C 4.04846 0.86234 -4.86794
C 3.40466 2.06679 -4.61265
C 2.57374 2.19326 -3.51398
C 2.39331 1.09265 -2.67361
C 3.04926 -0.11783 -2.91415
C 1.42019 1.15502 -1.60252
O 0.66525 2.17861 -1.40173
O 1.11889 0.14454 -0.86654
H 4.68901 0.76167 -5.73387
H 3.55347 2.90191 -5.28300
H 2.05772 3.12139 -3.30805
H 2.90278 -0.95870 -2.25007

Record 7
12
Properties=species:S:1:pos:R:3 method="wB97M-V/def2-TZVPD" e_homo_ev=-9.197 lumo_ev=0.326 homo_lumo_gap_ev=9.523 energy_ev=-11180.9130 max_force_ha_per_bohr=0.0828 relative_energy_kcal_mol=70.5
H 1.28338 -1.01444 -2.12719
N 0.31850 -0.96036 -1.65997
C 0.51136 -0.25555 -0.63944
C 1.80643 0.29418 -0.10919
N 1.63020 0.88640 0.98593
N 0.30796 0.91260 1.25475
N -0.34585 0.01556 0.38827
C -1.75625 -0.01608 0.23020
O -2.33568 -0.84319 -0.49520
H 2.72180 0.16926 -0.55261
H 0.16312 0.53382 2.21581
H -2.22775 0.94219 0.75331

Record 8
57
Properties=species:S:1:pos:R:3 method="wB97M-V/def2-TZVPD" e_homo_ev=-8.158 lumo_ev=0.104 homo_lumo_gap_ev=8.262 energy_ev=-46868.9896 max_force_ha_per_bohr=0.0140 relative_energy_kcal_mol=3.4 smiles="Cc1ccc2[nH]c(=O)c(CN(CCCN(C)C)C(=O)Nc3ccc(Cl)cc3)cc2c1"
C -3.59713 -1.54093 -4.97061
C -3.47002 -0.41811 -3.98734
C -4.57667 0.39543 -3.71517
C -4.49601 1.43855 -2.82252
C -3.29178 1.70337 -2.16737
N -3.17445 2.73059 -1.27183
C -2.04281 3.05359 -0.55593
O -2.06229 3.97943 0.23629
C -0.88064 2.21659 -0.84453
C 0.37828 2.51552 -0.07810
N 0.74790 1.43032 0.81560
C -0.18872 1.12948 1.87863
C -0.97912 -0.16676 1.65303
C -2.19027 -0.21414 2.58727
N -3.12544 0.85305 2.27288
C -3.85082 1.33027 3.43054
C -4.03224 0.48660 1.20749
C 1.80648 0.64543 0.45483
O 2.40451 0.80417 -0.59214
N 2.14913 -0.30944 1.39165
C 3.16098 -1.26024 1.32132
C 3.38951 -2.04931 2.45008
C 4.36454 -3.02638 2.44618
C 5.12369 -3.22426 1.30447
Cl 6.34817 -4.44846 1.29356
C 4.91042 -2.45085 0.17550
C 3.93363 -1.47396 0.18140
C -0.95665 1.20206 -1.73366
C -2.16770 0.89698 -2.42595
C -2.28156 -0.15758 -3.33931
H -2.66708 -2.09726 -5.04869
H -4.38893 -2.22449 -4.66714
H -3.85342 -1.15279 -5.95567
H -5.51068 0.19611 -4.21976
H -5.35798 2.05853 -2.62276
H -3.98692 3.30857 -1.09144
H 0.22284 3.42466 0.51044
H 1.21541 2.65811 -0.76588
H -0.90948 1.94867 1.91315
H 0.32050 1.10276 2.85098
H -0.35928 -1.04871 1.82382
H -1.31302 -0.19417 0.61557
H -2.66780 -1.20638 2.52443
H -1.84109 -0.07893 3.61416
H -4.46063 2.18235 3.13424
H -4.50911 0.56494 3.87165
H -3.14324 1.66379 4.18764
H -4.71311 -0.33161 1.49552
H -4.63124 1.35490 0.93811
H -3.46867 0.17148 0.33143
H 1.68899 -0.25864 2.28693
H 2.79715 -1.89453 3.34145
H 4.53563 -3.63076 3.32307
H 5.50776 -2.61060 -0.70821
H 3.76832 -0.86380 -0.69012
H -0.08126 0.59793 -1.93043
H -1.41139 -0.76852 -3.53101